Record 1
Below is 4 unconnected molecules or ions with the total composition C12H33NO15P4S at a distorted geometry, with properties calculated with the ωB97M-V functional and the def2-TZVPD basis.

Results
- LUMO level: -0.783 eV
- Structure (SMILES): N=[PH2][C@@H]1OC(=O)O[C@@H]1S.COP(=O)(OC)OC.COP(=O)(OC)OC.COP(=O)(OC)OC
- HOMO level: -9.28 eV
- Orbital gap: 8.5 eV

The geometry in XYZ format:
```
66
Properties=species:S:1:pos:R:3:forces:R:3:mulliken_charge:R:1
N 2.063485 -0.921726 1.194704 -0.065 -0.268 0.119 -0.45
P 1.672693 -2.294050 0.559457 0.807 1.116 0.214 -0.07
C 0.219596 -2.971529 1.498514 0.299 -0.552 -0.622 0.05
O -0.155679 -4.319488 1.173157 0.538 0.401 -0.363 -0.35
C -1.038055 -4.184974 0.142145 0.195 -0.179 0.327 0.62
O -1.045957 -4.881965 -0.806091 -0.558 -0.519 -0.450 -0.48
O -1.833159 -3.118625 0.373558 0.246 -0.031 0.340 -0.22
C -1.106892 -2.234754 1.232642 -0.205 1.212 0.467 -0.09
S -1.006645 -0.613490 0.417951 0.865 0.434 -0.108 -0.20
H 3.015666 -0.906458 1.534497 0.008 0.214 0.117 0.19
H 1.314483 -2.129493 -0.790323 -0.264 -0.680 -0.014 0.13
H 2.726198 -3.225912 0.608363 -0.478 -0.538 -0.227 0.11
H 0.588142 -2.979521 2.519431 -0.337 0.323 0.197 0.30
H -1.534713 -2.026568 2.209602 -0.863 -0.623 -0.181 0.33
H -2.309808 -0.358145 0.245010 -0.158 -0.477 0.212 0.15
C 7.332316 3.382139 1.607821 0.111 -0.031 -0.215 -0.79
O 6.102264 4.064007 1.288039 0.261 -1.821 2.912 -0.29
P 4.693822 3.185995 1.368269 -3.433 2.123 -5.222 1.12
O 4.631316 2.677196 -0.022495 0.392 -0.350 0.260 -0.68
O 3.817076 4.541168 1.602388 0.523 -0.018 0.465 -0.22
C 4.253250 5.519610 2.554621 -0.189 0.077 -0.166 -0.76
O 3.655608 2.197258 2.126532 2.419 -0.018 2.159 -0.45
C 2.339022 2.088966 1.555638 -0.526 0.078 -0.307 -0.23
H 8.147856 4.084955 1.463306 -0.072 0.077 -0.048 0.24
H 7.335331 3.050703 2.646359 0.058 0.029 0.010 0.33
H 7.474753 2.526132 0.946248 -0.027 0.015 -0.014 0.34
H 4.765781 6.328173 2.035047 0.069 -0.011 0.025 0.29
H 4.924531 5.095615 3.300378 -0.016 0.038 0.042 0.35
H 3.373868 5.917292 3.058224 -0.051 -0.056 -0.022 0.28
H 2.357942 1.406817 0.714774 0.132 0.028 -0.035 0.26
H 1.950619 3.057084 1.247137 0.164 0.094 0.061 -0.01
H 1.689316 1.677808 2.323355 0.185 -0.044 0.115 0.25
C -3.047545 -10.903128 -0.909270 0.042 -0.199 -0.134 -0.75
O -3.130848 -9.816216 -1.854363 -1.609 0.012 2.833 -0.26
P -4.619187 -9.165585 -2.139997 0.398 1.869 -5.503 1.10
O -5.140367 -9.967535 -3.261773 -0.228 -0.397 0.524 -0.67
O -3.975216 -7.753550 -2.610484 0.248 -0.218 0.355 -0.39
C -2.875702 -7.168137 -1.893990 -0.147 0.054 -0.220 -0.63
O -5.931838 -8.505734 -1.451758 1.318 -1.152 2.355 -0.39
C -6.805325 -7.793994 -2.331812 -0.421 0.103 -0.255 -0.58
H -2.013611 -11.234396 -0.876159 0.026 0.068 -0.090 0.24
H -3.342723 -10.575036 0.087696 0.041 -0.015 0.018 0.32
H -3.680255 -11.733353 -1.227273 0.002 0.017 -0.019 0.34
H -1.946743 -7.390813 -2.414674 0.041 -0.027 0.048 0.27
H -2.811974 -7.542312 -0.872687 0.033 0.051 0.019 0.29
H -3.018892 -6.092634 -1.866726 -0.077 0.009 -0.058 0.30
H -7.440797 -8.497817 -2.865615 0.110 -0.060 -0.045 0.26
H -6.253721 -7.178568 -3.038692 0.101 -0.070 0.028 0.30
H -7.425349 -7.152457 -1.708345 0.092 -0.060 0.116 0.24
C 1.650984 5.692621 -0.151639 -0.025 -0.180 0.103 -0.82
O 0.375628 5.952843 -0.789590 1.939 2.392 1.070 -0.30
P -0.594632 7.088010 -0.108927 -5.257 -1.877 -1.367 1.16
O -1.418834 6.327450 0.847979 0.492 0.166 0.414 -0.67
O -1.357100 7.366829 -1.519560 0.399 -0.081 -0.036 -0.40
C -0.623660 7.446233 -2.745926 -0.225 0.004 0.029 -0.61
O -0.670174 8.625782 0.400631 2.875 -0.329 -0.300 -0.41
C -1.983822 9.152719 0.601356 -0.383 0.189 0.257 -0.61
H 2.148547 4.894762 -0.694572 -0.105 -0.028 -0.056 0.36
H 2.280534 6.582401 -0.180358 0.055 -0.042 -0.021 0.38
H 1.499653 5.382604 0.881554 -0.031 -0.011 -0.013 0.31
H -0.694319 6.495973 -3.272651 0.065 -0.025 0.000 0.23
H 0.426447 7.684176 -2.580921 0.007 0.019 -0.046 0.30
H -1.070253 8.228730 -3.356399 -0.057 0.024 0.046 0.27
H -2.370341 8.817325 1.561678 0.017 -0.125 -0.040 0.25
H -2.662979 8.861558 -0.196520 0.081 -0.090 -0.027 0.31
H -1.889613 10.237028 0.611533 0.152 -0.034 -0.032 0.24
```
Forces are in eV/Å.


Record 2
Below is a single C7H13N molecule at a distorted geometry, with properties calculated with the ωB97M-V functional and the def2-TZVPD basis.

Results
- LUMO level: 1.014 eV
- Structure (SMILES): C=C/C(CC)=C(\C)N
- HOMO level: -8.17 eV
- Orbital gap: 9.2 eV
- Relative energy (zero: lowest compared OMol25 entry of this formula, charge and spin): 1.1563 eV

The geometry in XYZ format:
```
21
Properties=species:S:1:pos:R:3:forces:R:3:mulliken_charge:R:1
C 2.157461 -1.540578 0.329942 -0.613 0.128 0.084 -1.21
C 1.564878 -0.126358 0.532728 1.061 -0.885 -0.159 -0.33
N 0.583959 1.943829 -1.105452 -0.239 0.024 -0.116 -0.59
C -0.342185 0.960626 -0.609050 0.330 0.182 -0.256 0.69
C 0.120943 -0.024536 0.165880 -0.447 -0.024 0.294 0.36
C -0.779652 -1.045366 0.741244 0.111 -0.025 -0.072 -0.53
C -1.881303 -0.794764 1.426483 -0.990 0.216 0.746 -0.89
C -1.749580 1.125336 -1.090418 -0.543 0.632 0.625 -1.65
H 3.216992 -1.509152 0.582958 -0.025 -0.224 -0.048 0.38
H 1.639047 -2.266032 0.969781 0.347 0.057 -0.070 0.28
H 2.025827 -1.874041 -0.705137 0.148 0.044 0.091 0.34
H 1.777381 0.124966 1.577348 -0.390 0.231 0.000 0.29
H 2.174861 0.527359 -0.078485 -0.109 0.369 0.044 0.35
H 1.088436 1.567411 -1.904178 0.038 0.207 0.117 0.23
H 0.087149 2.775495 -1.409683 0.118 -0.179 -0.071 0.30
H -0.510288 -2.096140 0.641846 0.108 0.153 -0.111 0.25
H -2.496031 -1.583765 1.842500 0.175 -0.323 -0.134 0.27
H -2.293189 0.179751 1.704235 0.555 0.019 -0.449 0.27
H -1.744378 1.540999 -2.093362 -0.009 -0.359 -0.367 0.44
H -2.294911 1.897248 -0.514255 0.264 -0.260 0.052 0.32
H -2.345415 0.217709 -1.004922 0.108 0.018 -0.203 0.44
```
Forces are in eV/Å.


Record 3
Below is 2 unconnected molecules or ions with the total composition CHClS at a distorted geometry, with properties calculated with the ωB97M-V functional and the def2-TZVPD basis.

Results
- LUMO level: -0.371 eV
- HOMO level: -11.53 eV
- Orbital gap: 11.2 eV
- Relative energy (zero: lowest compared OMol25 entry of this formula, charge and spin): 0.3494 eV

The geometry in XYZ format:
```
4
Properties=species:S:1:pos:R:3:forces:R:3:mulliken_charge:R:1
C 3.829974 1.390590 0.472535 -0.095 0.539 0.302 0.04
S 3.971821 0.079366 -0.268987 0.076 -0.557 -0.313 -0.03
Cl -0.614973 0.774381 0.265423 1.564 -0.097 -0.260 -0.25
H 0.703495 0.707833 0.054533 -1.544 0.115 0.271 0.25
```
Forces are in eV/Å.